Run one
# C27H26N4O5

A single C27H26N4O5 molecule (ωB97M-V/def2-TZVPD, the Open Molecules 2025 dataset).

Results
- HOMO: -8.6 eV
- Spin multiplicity: 1

Last column: natural (NBO) charge in e.
Positions of all 62 atoms, in Å:
C 5.953 -5.236 3.019  -0.253
O 6.249 -4.455 1.887  -0.507
C 5.301 -3.600 1.417  0.388
C 5.653 -2.865 0.283  -0.285
C 4.759 -1.974 -0.269  -0.177
C 3.504 -1.796 0.292  -0.249
C 3.147 -2.516 1.421  -0.011
C 1.785 -2.347 2.046  -0.249
N 1.273 -1.002 1.910  -0.610
C 0.206 -0.718 1.143  0.685
O -0.497 -1.545 0.604  -0.615
C -0.027 0.788 0.975  0.127
C -0.247 1.594 2.282  -0.243
N -1.642 1.973 2.323  -0.430
C -2.493 1.157 3.182  -0.248
C -2.480 -0.329 2.920  0.023
C -3.295 -0.890 1.945  -0.230
C -3.257 -2.247 1.688  -0.189
C -2.411 -3.067 2.412  -0.197
C -1.608 -2.524 3.398  -0.197
C -1.641 -1.164 3.648  -0.252
C -2.060 2.128 0.944  -0.219
C -1.238 1.122 0.097  -0.330
C -0.545 1.738 -1.089  0.151
C -1.201 2.229 -2.281  0.034
C -2.584 2.103 -2.440  -0.227
C -3.200 2.576 -3.578  -0.164
C -2.434 3.181 -4.569  0.009
N -3.079 3.680 -5.755  0.527
O -4.284 3.561 -5.834  -0.378
O -2.379 4.190 -6.605  -0.374
C -1.055 3.311 -4.430  -0.177
C -0.444 2.836 -3.291  -0.189
N 0.724 1.824 -0.929  -0.064
O 1.118 1.293 0.248  -0.354
C 4.046 -3.415 1.984  -0.332
H 5.096 -5.894 2.842  0.176
H 5.758 -4.613 3.899  0.174
H 6.840 -5.842 3.198  0.202
H 6.633 -3.017 -0.142  0.223
H 5.037 -1.411 -1.147  0.217
H 2.809 -1.100 -0.151  0.222
H 1.057 -2.999 1.549  0.250
H 1.821 -2.613 3.108  0.197
H 1.889 -0.249 2.175  0.403
H 0.037 1.040 3.175  0.214
H 0.364 2.502 2.215  0.217
H -2.165 1.350 4.209  0.203
H -3.509 1.548 3.078  0.207
H -3.974 -0.259 1.387  0.202
H -3.890 -2.667 0.921  0.214
H -2.378 -4.127 2.209  0.215
H -0.952 -3.160 3.975  0.210
H -1.016 -0.748 4.428  0.207
H -3.135 1.987 0.846  0.208
H -1.815 3.150 0.630  0.201
H -1.803 0.222 -0.155  0.272
H -3.174 1.629 -1.672  0.220
H -4.267 2.488 -3.720  0.249
H -0.490 3.783 -5.219  0.251
H 0.621 2.922 -3.154  0.240
H 3.748 -3.966 2.862  0.212

Run two
# C27H26N4O5

A single C27H26N4O5 molecule (ωB97M-V/def2-TZVPD, the Open Molecules 2025 dataset).

Results
- HOMO: -8.0 eV
- Spin multiplicity: 1

Last column: natural (NBO) charge in e.
Positions of all 62 atoms, in Å:
C 1.343 5.559 4.164  -0.251
O 1.067 4.712 3.076  -0.504
C 0.547 3.471 3.319  0.234
C 0.222 3.013 4.592  -0.289
C -0.324 1.761 4.793  -0.176
C -0.586 0.917 3.716  -0.104
C -1.138 -0.401 3.951  -0.097
C -1.628 -1.231 3.023  -0.331
C -2.100 -2.576 3.380  0.647
O -2.531 -2.880 4.476  -0.598
N -2.084 -3.515 2.373  -0.609
C -1.479 -3.473 1.123  0.153
C -0.327 -2.722 0.881  -0.203
C 0.214 -2.662 -0.386  -0.206
C -0.370 -3.375 -1.427  0.102
N 0.171 -3.315 -2.717  -0.181
N 0.397 -4.425 -3.427  -0.059
N 0.969 -4.107 -4.521  -0.227
C 1.139 -2.776 -4.565  -0.118
C 0.627 -2.226 -3.401  0.111
C 0.458 -0.839 -3.008  -0.109
C -0.697 -0.398 -2.379  -0.142
C -0.873 0.949 -2.101  -0.308
C 0.096 1.877 -2.443  0.262
O 0.000 3.218 -2.261  -0.487
C -1.170 3.730 -1.669  -0.259
C 1.291 1.430 -3.056  0.334
O 2.204 2.403 -3.327  -0.496
C 3.396 2.037 -3.976  -0.252
C 1.452 0.088 -3.339  -0.289
C -1.465 -4.195 -1.178  -0.176
C -2.016 -4.238 0.085  -0.239
C -0.247 1.370 2.441  -0.234
C 0.324 2.614 2.220  0.331
O 0.582 2.889 0.910  -0.526
C 1.550 3.854 0.546  -0.252
H 0.433 5.816 4.716  0.179
H 1.765 6.463 3.728  0.202
H 2.072 5.114 4.848  0.179
H 0.392 3.646 5.448  0.222
H -0.562 1.441 5.796  0.214
H -1.123 -0.748 4.977  0.224
H -1.716 -0.943 1.986  0.214
H -2.589 -4.364 2.599  0.411
H 0.158 -2.204 1.692  0.226
H 1.098 -2.070 -0.568  0.232
H 1.585 -2.292 -5.409  0.215
H -1.483 -1.094 -2.129  0.212
H -1.786 1.266 -1.624  0.225
H -1.035 4.811 -1.644  0.200
H -2.058 3.491 -2.262  0.176
H -1.293 3.356 -0.648  0.193
H 3.986 1.339 -3.374  0.176
H 3.956 2.962 -4.105  0.202
H 3.201 1.594 -4.958  0.177
H 2.349 -0.271 -3.816  0.225
H -1.875 -4.783 -1.984  0.238
H -2.878 -4.860 0.275  0.218
H -0.396 0.748 1.572  0.220
H 1.697 3.717 -0.525  0.207
H 2.493 3.688 1.072  0.176
H 1.202 4.870 0.740  0.185

Stability ranking, top entry: run two; the second entry is 145.7 kJ/mol less favorable.

Run one
# C2H2NO3

2 unconnected molecules or ions with the total composition C2H2NO3 (ωB97M-V/def2-TZVPD, the Open Molecules 2025 dataset).

Results
- HOMO (spin up / spin down): -1.8 / -4.0 eV
- <S²>: 2.04
- Total charge: -1
- Spin multiplicity: 3

Last column: Mulliken spin population.
Positions of all 8 atoms, in Å:
C 0.012 -0.009 -0.093  0.526
C -1.447 -1.757 -0.564  0.202
N -0.695 -0.654 -0.979  0.020
O -1.771 -1.646 1.467  1.108
O -0.741 -0.373 -2.222  0.018
O -1.912 -2.663 -1.180  0.110
H 0.579 0.848 -0.415  0.025
H -0.115 -0.317 0.929  -0.009

Run two
# C2H2NO3

A gas-phase ion, C2H2NO3 (charge -1) (ωB97M-V/def2-TZVPD, the Open Molecules 2025 dataset).

Results
- HOMO (spin up / spin down): -1.2 / -4.6 eV
- <S²>: 2.01
- Total charge: -1
- Spin multiplicity: 3

Last column: Mulliken spin population.
Positions of all 8 atoms, in Å:
C 0.314 -0.013 0.045  0.823
C 0.023 -0.383 2.592  -0.024
N 0.734 0.354 1.188  0.426
O -0.263 -1.483 2.206  0.025
O 1.682 1.285 1.290  0.681
O 0.090 0.199 3.632  0.010
H 0.575 0.332 -0.898  0.030
H -0.263 -0.856 0.232  0.028

Stability ranking, top entry: run two; the second entry is 250.5 kJ/mol less favorable.

Run one
# C13H38O6

6 unconnected molecules or ions with the total composition C13H38O6 (ωB97M-V/def2-TZVPD, the Open Molecules 2025 dataset).

Results
- HOMO: -9.5 eV
- Spin multiplicity: 1

Last column: natural (NBO) charge in e.
Positions of all 57 atoms, in Å:
C 1.035 2.547 4.231  -0.634
C 0.741 3.395 2.967  0.103
C -0.436 2.934 2.204  -0.631
O 0.672 4.784 3.224  -0.730
H 0.542 2.843 5.157  0.223
H 2.089 2.687 4.473  0.213
H 1.029 1.504 3.915  0.215
H 1.583 3.250 2.290  0.152
H -0.690 3.538 1.333  0.201
H -1.365 2.915 2.774  0.205
H -0.026 1.956 1.951  0.217
H 0.330 5.245 2.454  0.464
C 2.408 -0.687 -4.048  -0.623
C 2.050 -2.112 -4.349  -0.065
O 1.090 -2.604 -3.457  -0.744
H 1.608 0.026 -4.244  0.205
H 3.276 -0.417 -4.649  0.216
H 2.674 -0.543 -3.000  0.215
H 2.978 -2.673 -4.460  0.166
H 1.719 -2.005 -5.382  0.159
H 0.826 -3.513 -3.612  0.494
C -4.377 -0.223 0.009  -0.632
C -5.351 -1.130 0.726  -0.067
O -5.416 -2.313 -0.181  -0.754
H -3.877 0.527 0.622  0.202
H -4.864 0.273 -0.831  0.198
H -3.545 -0.797 -0.398  0.224
H -6.356 -0.745 0.896  0.174
H -4.866 -1.316 1.685  0.184
H -6.005 -2.233 -0.934  0.472
C 0.164 3.278 -1.410  -0.629
C 1.589 3.216 -1.827  -0.059
O 2.506 3.030 -0.737  -0.735
H -0.102 2.400 -0.821  0.218
H -0.383 3.173 -2.347  0.211
H -0.076 4.241 -0.959  0.204
H 1.861 4.145 -2.328  0.158
H 1.729 2.424 -2.563  0.161
H 3.108 3.776 -0.692  0.472
C -0.948 -1.091 0.748  -0.644
C -0.373 -0.970 -0.673  -0.046
O 0.546 -1.991 -0.824  -0.779
H -1.662 -0.295 0.961  0.209
H -0.165 -1.290 1.479  0.225
H -1.514 -2.020 0.808  0.214
H 0.126 -0.005 -0.761  0.146
H -1.094 -1.043 -1.487  0.162
H 0.729 -2.237 -1.734  0.509
C 1.683 -3.074 2.027  -0.637
C 1.834 -4.517 1.465  -0.055
O 0.836 -4.528 0.479  -0.752
H 2.434 -2.792 2.765  0.196
H 0.727 -2.965 2.541  0.201
H 1.701 -2.401 1.170  0.215
H 1.593 -5.173 2.301  0.170
H 2.833 -4.699 1.068  0.152
H 0.842 -3.706 -0.016  0.491

Run two
# C13H38O6

6 unconnected molecules or ions with the total composition C13H38O6 (ωB97M-V/def2-TZVPD, the Open Molecules 2025 dataset).

Results
- HOMO: -9.4 eV
- Spin multiplicity: 1

Last column: natural (NBO) charge in e.
Positions of all 57 atoms, in Å:
C 0.931 -2.948 3.198  -0.646
C 2.368 -2.699 2.722  0.093
C 2.462 -2.666 1.215  -0.629
O 2.817 -1.398 3.152  -0.752
H 0.324 -3.413 2.421  0.225
H 0.469 -2.008 3.492  0.222
H 0.916 -3.629 4.053  0.209
H 3.054 -3.441 3.136  0.162
H 2.426 -3.638 0.724  0.217
H 3.373 -2.168 0.876  0.219
H 1.644 -2.077 0.790  0.209
H 2.977 -1.402 4.100  0.471
C -4.212 -1.922 0.203  -0.635
C -2.756 -2.333 0.129  0.095
C -1.846 -1.429 0.921  -0.626
O -2.558 -3.670 0.619  -0.730
H -4.866 -2.692 -0.218  0.203
H -4.392 -1.023 -0.393  0.220
H -4.540 -1.696 1.220  0.213
H -2.457 -2.306 -0.930  0.145
H -1.936 -0.376 0.640  0.225
H -0.790 -1.681 0.810  0.210
H -2.068 -1.504 1.989  0.212
H -3.396 -4.139 0.578  0.467
C 2.137 1.584 -2.129  -0.632
C 1.375 0.469 -2.806  0.096
C 2.270 -0.585 -3.421  -0.637
O 0.498 -0.118 -1.820  -0.756
H 2.840 2.019 -2.841  0.217
H 2.690 1.183 -1.278  0.216
H 1.483 2.381 -1.783  0.231
H 0.733 0.884 -3.595  0.163
H 3.070 -0.129 -4.006  0.220
H 1.725 -1.281 -4.058  0.208
H 2.778 -1.155 -2.635  0.215
H -0.016 -0.800 -2.265  0.480
C -3.245 4.622 -1.379  -0.616
C -2.559 3.305 -1.101  0.098
C -1.564 2.951 -2.190  -0.635
O -1.914 3.459 0.163  -0.753
H -3.770 4.993 -0.501  0.222
H -3.944 4.541 -2.216  0.200
H -2.507 5.383 -1.644  0.204
H -3.297 2.499 -0.999  0.145
H -2.077 2.806 -3.143  0.206
H -0.963 2.081 -1.925  0.206
H -0.861 3.778 -2.337  0.206
H -1.229 2.781 0.292  0.500
C 1.053 0.784 1.325  -0.250
O 0.027 1.392 0.525  -0.785
H 0.598 0.161 2.095  0.173
H 1.695 0.201 0.665  0.174
H 1.672 1.557 1.784  0.184
H 0.023 0.873 -0.293  0.503
O 4.444 1.556 2.494  -0.946
H 3.755 0.879 2.514  0.480
H 5.137 1.206 3.062  0.466

Stability ranking, top entry: run two; the second entry is 249.6 kJ/mol less favorable.